No. 1
Below is H22O11 as an isolated structure in a non-equilibrium geometry, with properties calculated with ωB97M-V/def2-TZVPD.

Element x y z (Å)
1 H 0.100 -1.091 0.033
2 H -0.362 0.133 -0.741
3 H -4.447 0.244 0.400
4 H -4.877 1.081 1.593
5 H 1.011 1.713 2.474
6 H 1.003 0.202 2.314
7 H -1.881 -0.114 1.168
8 H -1.548 -1.264 0.232
9 H -0.100 2.673 -2.971
10 H 0.005 3.194 -1.547
11 H -1.812 0.150 -1.862
12 H -3.174 -0.489 -1.644
13 H -1.955 -2.530 -0.760
14 H -2.775 -3.791 -0.539
15 H 3.463 -1.859 -2.920
16 H 4.729 -1.081 -2.598
17 H 2.921 1.644 -0.005
18 H 3.081 0.390 0.839
19 H 2.356 -3.607 3.145
20 H 2.001 -2.311 2.435
21 H 1.299 4.114 1.044
22 H 1.969 2.812 0.638
23 O -0.267 -0.823 -0.817
24 O -4.483 1.153 0.717
25 O 0.780 1.016 1.850
26 O -1.791 -0.331 0.233
27 O -0.437 2.523 -2.080
28 O -2.258 -0.532 -1.347
29 O -2.856 -2.869 -0.810
30 O 4.411 -1.972 -2.786
31 O 3.126 1.351 0.890
32 O 1.605 -3.050 2.911
33 O 1.163 3.324 0.509

The gap between HOMO and LUMO is 6.8545 eV. For the total energy, the calculation gives -22871.7247 eV. Its HOMO energy is -7.11 eV. Its energy above the lowest of the compared OMol25 structures with the same formula, charge and spin is 944.5 kJ/mol. Its spin multiplicity is 1. The net charge is 0.

For reference, the Löwdin charges in units of e are:
1. H 0.06
2. H 0.06
3. H 0.02
4. H 0.03
5. H 0.05
6. H 0.04
7. H 0.07
8. H 0.05
9. H 0.04
10. H 0.01
11. H 0.08
12. H 0.09
13. H 0.02
14. H 0.05
15. H 0.03
16. H 0.03
17. H 0.05
18. H 0.05
19. H 0.04
20. H 0.02
21. H 0.06
22. H -0.01
23. O -0.11
24. O -0.06
25. O -0.07
26. O -0.21
27. O -0.05
28. O -0.15
29. O -0.05
30. O -0.06
31. O -0.06
32. O -0.06
33. O -0.04



No. 2
Below is C23H36BN12OS4Ta as an isolated structure, with properties calculated with ωB97M-V/def2-TZVPD.

Element x y z (Å)
1 Ta 0.535 -0.080 0.054
2 C -1.341 -0.932 3.378
3 C 0.096 -0.537 3.342
4 N 0.889 -0.317 2.280
5 C 2.173 0.039 2.718
6 C 2.336 0.073 4.058
7 S 0.882 -0.359 4.828
8 C 3.170 0.347 1.707
9 C 4.486 0.610 1.883
10 S 5.220 0.884 0.375
11 C 3.757 0.625 -0.438
12 N 2.742 0.355 0.388
13 C 3.753 0.751 -1.924
14 H -1.723 -1.187 2.401
15 H -1.946 -0.120 3.786
16 H -1.470 -1.789 4.041
17 H 3.219 0.331 4.623
18 H 5.049 0.651 2.802
19 H 4.773 0.700 -2.302
20 H 3.344 1.719 -2.223
21 H 3.171 -0.033 -2.402
22 C -3.545 2.623 2.629
23 N -2.208 3.112 2.263
24 C -1.667 4.312 2.672
25 C -0.453 4.433 2.079
26 N -0.266 3.309 1.301
27 B 0.851 3.006 0.311
28 N 0.465 3.331 -1.152
29 C 0.319 4.614 -1.634
30 C -0.003 4.530 -2.949
31 N -0.042 3.197 -3.274
32 C -0.310 2.684 -4.627
33 C 0.247 2.491 -2.174
34 S 0.500 0.760 -2.169
35 C -1.337 2.523 1.439
36 S -1.570 0.974 0.663
37 H -3.913 3.230 3.451
38 H -3.484 1.586 2.948
39 H -4.217 2.718 1.779
40 H -2.193 4.973 3.341
41 H 0.278 5.221 2.143
42 H 1.911 3.441 0.629
43 H 0.965 1.742 0.378
44 H 0.448 5.483 -1.012
45 H -0.210 5.299 -3.674
46 H -1.145 3.239 -5.045
47 H -0.575 1.632 -4.569
48 H 0.574 2.819 -5.246
49 N 2.905 -2.958 -1.875
50 C 2.515 -2.536 -0.687
51 N 3.117 -2.922 0.425
52 O 1.501 -1.727 -0.619
53 H 3.641 -3.642 -1.989
54 H 2.393 -2.691 -2.703
55 H 3.855 -3.614 0.419
56 H 2.762 -2.634 1.322
57 C -0.834 -3.075 0.380
58 N -1.659 -4.172 -0.011
59 C -3.070 -3.844 0.224
60 N -3.448 -2.683 -0.581
61 C -2.657 -1.555 -0.221
62 N -1.121 -1.772 -0.407
63 C -1.050 -2.173 -1.915
64 N -1.854 -3.299 -2.244
65 C -1.464 -4.455 -1.435
66 C -3.265 -2.993 -1.997
67 H 0.203 -3.352 0.219
68 H -0.995 -2.860 1.434
69 H -3.226 -3.630 1.283
70 H -3.689 -4.695 -0.051
71 H -2.836 -1.328 0.826
72 H -2.931 -0.701 -0.839
73 H -0.013 -2.399 -2.150
74 H -1.382 -1.298 -2.475
75 H -0.415 -4.698 -1.620
76 H -2.070 -5.314 -1.716
77 H -3.878 -3.851 -2.268
78 H -3.570 -2.142 -2.607

The gap between HOMO and LUMO is 5.6398 eV. For the total energy, the calculation gives -89901.3713 eV. Its HOMO energy is -18.61 eV. Its energy above the lowest of the compared OMol25 structures with the same formula, charge and spin is 0.0 kJ/mol. Its spin multiplicity is 1. The net charge is +4.

For reference, the Löwdin charges in units of e are:
1. Ta 1.50
2. C -0.08
3. C -0.58
4. N -0.07
5. C -0.33
6. C -0.26
7. S 1.26
8. C -0.34
9. C -0.26
10. S 1.25
11. C -0.59
12. N -0.09
13. C -0.08
14. H 0.01
15. H 0.10
16. H 0.11
17. H 0.11
18. H 0.11
19. H 0.10
20. H 0.09
21. H 0.05
22. C 0.04
23. N -0.08
24. C 0.03
25. C 0.02
26. N 0.01
27. B -0.41
28. N 0.03
29. C 0.03
30. C 0.04
31. N -0.08
32. C 0.04
33. C -0.58
34. S 0.79
35. C -0.58
36. S 0.81
37. H 0.12
38. H 0.08
39. H 0.12
40. H 0.16
41. H 0.15
42. H 0.12
43. H -0.02
44. H 0.15
45. H 0.16
46. H 0.12
47. H 0.08
48. H 0.12
49. N 0.27
50. C -0.54
51. N 0.27
52. O -0.27
53. H 0.16
54. H 0.15
55. H 0.16
56. H 0.13
57. C -0.16
58. N -0.07
59. C -0.11
60. N -0.07
61. C -0.23
62. N -0.17
63. C -0.20
64. N -0.07
65. C -0.11
66. C -0.11
67. H 0.11
68. H 0.11
69. H 0.14
70. H 0.15
71. H 0.08
72. H 0.10
73. H 0.10
74. H 0.10
75. H 0.14
76. H 0.15
77. H 0.15
78. H 0.14



No. 3
Below is C19H34EuF6OP2 as an isolated structure in a non-equilibrium geometry, with properties calculated with ωB97M-V/def2-TZVPD.

Element x y z (Å)
1 P 3.970 1.479 0.673
2 P 4.131 0.071 -2.555
3 C 5.523 0.811 -0.108
4 C 5.543 0.900 -1.642
5 H 5.624 -0.234 0.211
6 H 6.389 1.338 0.316
7 H 5.540 1.951 -1.975
8 H 6.458 0.423 -2.050
9 C 4.420 -1.647 -1.965
10 H 3.753 -2.388 -2.433
11 H 4.298 -1.677 -0.868
12 H 5.460 -1.894 -2.239
13 C 5.084 -0.176 -4.141
14 H 5.874 -0.905 -3.931
15 H 5.578 0.738 -4.491
16 H 4.449 -0.567 -4.941
17 C 4.464 1.695 2.431
18 H 3.553 1.756 3.058
19 H 5.063 2.610 2.476
20 H 5.055 0.827 2.768
21 C 3.945 3.175 -0.001
22 H 3.862 3.139 -1.106
23 H 4.835 3.766 0.289
24 H 3.047 3.698 0.361
25 Eu 2.246 -0.312 1.385
26 C 1.928 -0.063 -4.962
27 C 2.295 -0.459 -3.669
28 C 1.392 -0.025 -2.480
29 C 0.971 1.441 -2.604
30 C 2.119 2.329 -2.865
31 C 3.286 2.125 -3.602
32 C 3.180 2.153 -5.130
33 C 2.033 1.239 -5.618
34 C 1.320 0.950 3.232
35 H 1.388 -0.828 -5.542
36 H 2.492 -1.547 -3.622
37 H 1.915 -0.119 -1.511
38 H 0.557 -0.725 -2.372
39 H 0.153 1.553 -3.331
40 H 0.508 1.720 -1.632
41 H 1.918 3.347 -2.497
42 H 4.212 2.645 -3.283
43 H 4.125 1.888 -5.636
44 H 2.944 3.176 -5.487
45 H 1.087 1.791 -5.489
46 H 2.123 1.029 -6.700
47 H 0.304 1.070 2.826
48 H 1.715 1.950 3.431
49 H 1.311 0.350 4.147
50 C -1.754 -1.763 -0.313
51 C -0.528 -1.683 0.599
52 O 0.268 -0.582 0.387
53 C -1.067 -1.704 2.071
54 F -1.930 -2.737 2.282
55 F -0.062 -1.834 3.007
56 F -1.728 -0.542 2.347
57 C 0.351 -2.950 0.429
58 F -0.292 -4.094 0.729
59 F 0.817 -3.043 -0.855
60 F 1.497 -2.901 1.233
61 H -2.399 -0.894 -0.113
62 H -2.292 -2.694 -0.091
63 H -1.443 -1.723 -1.367

The gap between HOMO and LUMO (spin up / spin down) is 6.0165 / 6.2153 eV. For the total energy, the calculation gives -76506.0801 eV. Its HOMO energy (spin up / spin down) is -6.18 / -6.28 eV. Its energy above the lowest of the compared OMol25 structures with the same formula, charge and spin is 415.0 kJ/mol. Its spin multiplicity is 8. The net charge is 0.

For reference, the Löwdin charges in units of e are:
1. P 0.73
2. P 0.89
3. C -0.41
4. C -0.38
5. H 0.06
6. H 0.09
7. H 0.06
8. H 0.08
9. C -0.24
10. H 0.05
11. H 0.02
12. H 0.04
13. C -0.22
14. H 0.03
15. H 0.05
16. H 0.05
17. C -0.29
18. H -0.01
19. H 0.05
20. H 0.05
21. C -0.26
22. H 0.01
23. H 0.06
24. H 0.05
25. Eu 1.33
26. C -0.12
27. C -0.32
28. C -0.24
29. C -0.20
30. C -0.14
31. C -0.24
32. C -0.18
33. C -0.22
34. C -0.36
35. H 0.11
36. H 0.08
37. H 0.03
38. H 0.10
39. H 0.11
40. H 0.12
41. H 0.12
42. H 0.08
43. H 0.09
44. H 0.12
45. H 0.11
46. H 0.12
47. H -0.06
48. H -0.07
49. H -0.06
50. C 0.02
51. C -0.50
52. O -0.34
53. C -0.49
54. F 0.13
55. F 0.09
56. F 0.13
57. C -0.49
58. F 0.16
59. F 0.12
60. F 0.02
61. H 0.10
62. H 0.10
63. H 0.09